Record 1
A molecular structure, CHF3NO3S2Zn at a distorted geometry, computed with ωB97M-V with the def2-TZVPD basis set.

XYZ file:
```
12
Properties=species:S:1:pos:R:3
Zn 2.415 -0.712 -0.837
N -0.513 0.039 -1.526
S -0.241 1.568 -1.229
O 1.274 1.638 -1.179
S -0.654 -1.046 -0.321
O 0.883 -1.671 -0.392
O -1.744 -1.924 -0.710
C -0.719 0.971 1.097
F -2.009 0.808 1.312
F 0.007 0.319 1.987
F -0.480 2.231 1.423
H 1.779 -2.221 0.374
```

For the HOMO energy (spin up / spin down), the calculation gives -14.65 / -13.60 eV. For the HOMO-LUMO gap (spin up / spin down), the calculation gives 7.321 / 5.472 eV. As for the total charge: +1. The calculation puts the LUMO energy (spin up / spin down) at -0.26926 / -0.29872 Ha.



Record 2
4 unconnected molecules or ions with the total composition C24H24 at a distorted geometry, computed with ωB97M-V with the def2-TZVPD basis set.

XYZ file:
```
48
Properties=species:S:1:pos:R:3
C -0.024 -1.929 4.621
C 0.340 -1.138 5.693
C -0.576 -0.375 6.431
C -1.896 -0.461 6.031
C -2.303 -1.324 5.036
C -1.367 -1.998 4.250
H 0.749 -2.411 4.038
H 1.411 -1.047 5.855
H -0.138 0.179 7.247
H -2.641 0.087 6.602
H -3.335 -1.410 4.718
H -1.717 -2.532 3.377
C -4.488 0.522 -3.554
C -3.649 0.479 -4.650
C -4.054 -0.103 -5.853
C -5.302 -0.709 -5.886
C -6.197 -0.594 -4.807
C -5.805 0.104 -3.696
H -4.061 1.067 -2.721
H -2.644 0.882 -4.575
H -3.403 -0.137 -6.715
H -5.475 -1.391 -6.712
H -7.167 -1.029 -5.003
H -6.441 0.205 -2.821
C -0.692 0.502 -0.841
C -1.002 0.995 0.413
C -0.204 0.674 1.506
C 0.930 -0.124 1.308
C 1.289 -0.524 0.020
C 0.545 -0.114 -1.061
H -1.362 0.673 -1.675
H -1.876 1.619 0.556
H -0.386 1.053 2.502
H 1.454 -0.453 2.196
H 2.181 -1.126 -0.100
H 0.847 -0.419 -2.055
C 5.918 2.241 -1.455
C 6.643 1.096 -1.786
C 6.454 -0.128 -1.162
C 5.464 -0.184 -0.171
C 4.656 0.912 0.089
C 4.919 2.143 -0.486
H 6.153 3.131 -2.021
H 7.477 1.240 -2.467
H 7.114 -0.978 -1.251
H 5.317 -1.130 0.337
H 3.959 0.915 0.919
H 4.387 3.047 -0.221
```

For the HOMO energy, the calculation gives -9.21 eV. For the energy above the lowest of the compared OMol25 structures with the same formula, charge and spin, the calculation gives 0.0 kcal/mol. Its SMILES is c1ccccc1.c1ccccc1.c1ccccc1.c1ccccc1. For the HOMO-LUMO gap, the calculation gives 10.024 eV. The calculation puts the LUMO energy at 0.02993 Ha.



Record 3
2 unconnected molecules or ions with the total composition C4H12 at a distorted geometry, computed with ωB97M-V with the def2-TZVPD basis set.

XYZ file:
```
16
Properties=species:S:1:pos:R:3
C -1.895 0.735 -0.674
C -1.354 2.004 -0.063
H -2.956 0.761 -0.862
H -1.616 0.744 -1.762
H -1.394 -0.142 -0.221
H -0.372 1.791 0.381
H -1.283 2.927 -0.653
H -2.011 2.335 0.760
C 2.256 -1.592 -0.025
C 1.056 -1.096 0.823
H 3.180 -1.596 0.539
H 1.921 -2.597 -0.312
H 2.338 -1.101 -0.991
H 0.808 -0.045 0.716
H 1.122 -1.435 1.865
H 0.200 -1.694 0.478
```

For the HOMO energy, the calculation gives -11.19 eV. For the energy above the lowest of the compared OMol25 structures with the same formula, charge and spin, the calculation gives 15.3 kcal/mol. Its SMILES is CC.CC. For the HOMO-LUMO gap, the calculation gives 12.367 eV. The calculation puts the LUMO energy at 0.04325 Ha.



Record 4
A molecular structure, C10H14N5O2S2Ti, computed with ωB97M-V with the def2-TZVPD basis set.

XYZ file:
```
34
Properties=species:S:1:pos:R:3
Ti 0.388 -0.381 0.195
C -2.067 0.635 4.606
S -2.390 1.568 3.086
C -1.747 0.656 1.812
S -0.738 -0.826 2.088
N -2.028 1.055 0.587
N -1.398 0.224 -0.305
C -1.933 -0.262 -1.375
C -1.231 -1.405 -1.961
C -1.785 -2.177 -2.956
C -1.146 -3.377 -3.304
C 0.001 -3.749 -2.633
C 0.505 -2.924 -1.628
N -0.089 -1.777 -1.287
H -1.944 1.402 5.369
H -1.150 0.055 4.542
H -2.923 0.005 4.829
H -2.902 0.086 -1.727
H -2.696 -1.866 -3.452
H -1.562 -4.006 -4.081
H 0.517 -4.673 -2.858
H 1.399 -3.209 -1.083
C 2.577 3.266 2.107
O 2.744 2.930 0.656
C 2.151 1.961 0.117
O 1.350 1.158 0.744
N 2.352 1.723 -1.179
N 1.677 0.615 -1.720
H 3.115 4.201 2.198
H 3.042 2.467 2.674
H 1.516 3.384 2.296
H 2.955 2.312 -1.745
H 2.367 -0.010 -2.138
H 1.071 0.942 -2.474
```

For the HOMO energy, the calculation gives -18.41 eV. For the energy above the lowest of the compared OMol25 structures with the same formula, charge and spin, the calculation gives 0.0 kcal/mol. For the HOMO-LUMO gap, the calculation gives 5.674 eV. As for the total charge: +3. The calculation puts the LUMO energy at -0.46822 Ha.



Record 5
A single C22H27F2NO3 molecule at a distorted geometry, computed with ωB97M-V with the def2-TZVPD basis set.

XYZ file:
```
55
Properties=species:S:1:pos:R:3
C -6.590 -0.631 1.380
O -6.555 0.681 0.877
C -5.343 1.262 0.652
C -5.376 2.556 0.129
C -4.198 3.225 -0.120
C -2.977 2.621 0.133
C -2.928 1.330 0.639
C -1.611 0.655 0.901
C -1.051 -0.126 -0.314
C -2.056 -1.233 -0.691
O -1.641 -2.114 -1.698
C -0.780 0.837 -1.477
C 0.029 0.179 -2.590
C 1.294 -0.461 -2.024
N 0.934 -1.425 -0.997
C 2.031 -2.300 -0.597
C 3.193 -1.592 0.054
C 4.240 -1.093 -0.709
C 5.286 -0.391 -0.133
C 5.283 -0.182 1.235
O 6.280 0.509 1.939
C 7.341 1.009 1.306
F 8.072 0.069 0.653
F 7.020 1.924 0.354
C 4.248 -0.674 2.018
C 3.214 -1.373 1.428
C 0.282 -0.761 0.119
C -4.118 0.662 0.909
H -6.093 -1.335 0.704
H -6.133 -0.694 2.373
H -7.646 -0.890 1.455
H -6.335 3.009 -0.063
H -4.229 4.230 -0.516
H -2.062 3.160 -0.058
H -0.874 1.408 1.189
H -1.722 -0.042 1.735
H -2.283 -1.808 0.224
H -2.986 -0.778 -1.045
H -0.690 -2.274 -1.561
H -1.726 1.207 -1.874
H -0.217 1.692 -1.090
H -0.574 -0.582 -3.081
H 0.308 0.929 -3.333
H 1.827 -0.988 -2.818
H 1.958 0.324 -1.621
H 2.371 -2.819 -1.498
H 1.619 -3.043 0.092
H 4.251 -1.260 -1.776
H 6.081 -0.025 -0.762
H 7.995 1.499 2.044
H 4.274 -0.503 3.082
H 2.419 -1.761 2.046
H 0.088 -1.507 0.896
H 0.928 0.022 0.554
H -4.070 -0.333 1.324
```

For the HOMO energy, the calculation gives -8.44 eV. For the energy above the lowest of the compared OMol25 structures with the same formula, charge and spin, the calculation gives 0.6 kcal/mol. Its SMILES is COc1cccc(C[C@@]2(CO)CCCN(Cc3ccc(OC(F)F)cc3)C2)c1. For the HOMO-LUMO gap, the calculation gives 9.096 eV. The calculation puts the LUMO energy at 0.02396 Ha.



Record 6
5 unconnected molecules or ions with the total composition C32H33F7O6S3 at a distorted geometry, computed with ωB97M-V with the def2-TZVPD basis set.

XYZ file:
```
81
Properties=species:S:1:pos:R:3
O -6.922 0.779 4.797
S -7.228 0.859 3.395
O -8.542 1.215 2.957
O -6.221 1.845 2.693
C -6.792 -0.683 2.658
C -6.725 -0.645 1.131
C -5.375 -0.318 0.466
C -4.176 -1.293 0.629
C -3.284 -1.074 -0.628
F -2.216 -1.847 -0.656
F -3.988 -1.384 -1.722
F -2.903 0.180 -0.775
C -4.574 -2.784 0.625
C -3.660 -3.650 1.495
C -3.794 -3.200 2.928
S -3.187 -4.386 4.145
O -3.020 -1.988 3.104
S -3.105 -0.767 2.081
O -1.771 -0.550 1.619
O -3.783 0.304 2.754
H -5.411 1.875 3.234
H -5.884 -1.004 3.162
H -7.599 -1.346 2.988
H -7.413 0.138 0.794
H -7.140 -1.572 0.728
H -5.072 0.685 0.769
H -5.584 -0.245 -0.604
H -5.590 -2.916 1.000
H -4.550 -3.166 -0.394
H -3.957 -4.698 1.423
H -2.619 -3.574 1.179
H -4.837 -3.035 3.208
H -1.890 -4.160 3.916
F -0.492 -4.040 1.532
C 0.410 -3.182 0.988
C 0.998 -2.237 1.802
C 1.914 -1.362 1.237
C 2.219 -1.440 -0.116
C 1.606 -2.400 -0.909
C 0.692 -3.287 -0.357
H 0.736 -2.188 2.850
H 2.389 -0.614 1.857
H 2.930 -0.755 -0.553
H 1.839 -2.460 -1.963
H 0.204 -4.046 -0.954
F 4.416 -0.028 -2.175
C 5.697 -0.047 -1.739
C 6.547 0.965 -2.132
C 7.858 0.938 -1.678
C 8.295 -0.091 -0.855
C 7.416 -1.096 -0.477
C 6.100 -1.080 -0.917
H 6.186 1.751 -2.782
H 8.541 1.722 -1.975
H 9.320 -0.109 -0.511
H 7.754 -1.900 0.163
H 5.395 -1.850 -0.632
F -2.472 7.834 3.089
C -2.838 6.553 2.875
C -4.026 6.102 3.412
C -4.398 4.785 3.184
C -3.582 3.947 2.437
C -2.391 4.426 1.910
C -2.010 5.743 2.124
H -4.642 6.773 3.995
H -5.331 4.419 3.592
H -3.863 2.919 2.255
H -1.753 3.772 1.330
H -1.090 6.141 1.720
F 9.807 -0.307 -4.479
C 8.995 0.173 -5.442
C 7.866 -0.546 -5.780
C 7.032 -0.042 -6.768
C 7.335 1.156 -7.400
C 8.478 1.857 -7.041
C 9.319 1.369 -6.051
H 7.652 -1.478 -5.275
H 6.140 -0.590 -7.042
H 6.682 1.542 -8.171
H 8.719 2.790 -7.533
H 10.211 1.901 -5.749
```

For the HOMO energy, the calculation gives -9.24 eV. Its SMILES is O=S(=O)(O)CCC[C@]1(C(F)(F)F)CC[C@@H](S)OS1(=O)=O.Fc1ccccc1.Fc1ccccc1.Fc1ccccc1.Fc1ccccc1. For the HOMO-LUMO gap, the calculation gives 9.482 eV. The calculation puts the LUMO energy at 0.00898 Ha.



Question: What is the formula in the fifth record?
Answer: C22H27F2NO3



Repeat the second record exactly.
4 unconnected molecules or ions with the total composition C24H24 at a distorted geometry, computed with ωB97M-V with the def2-TZVPD basis set.

XYZ file:
```
48
Properties=species:S:1:pos:R:3
C -0.024 -1.929 4.621
C 0.340 -1.138 5.693
C -0.576 -0.375 6.431
C -1.896 -0.461 6.031
C -2.303 -1.324 5.036
C -1.367 -1.998 4.250
H 0.749 -2.411 4.038
H 1.411 -1.047 5.855
H -0.138 0.179 7.247
H -2.641 0.087 6.602
H -3.335 -1.410 4.718
H -1.717 -2.532 3.377
C -4.488 0.522 -3.554
C -3.649 0.479 -4.650
C -4.054 -0.103 -5.853
C -5.302 -0.709 -5.886
C -6.197 -0.594 -4.807
C -5.805 0.104 -3.696
H -4.061 1.067 -2.721
H -2.644 0.882 -4.575
H -3.403 -0.137 -6.715
H -5.475 -1.391 -6.712
H -7.167 -1.029 -5.003
H -6.441 0.205 -2.821
C -0.692 0.502 -0.841
C -1.002 0.995 0.413
C -0.204 0.674 1.506
C 0.930 -0.124 1.308
C 1.289 -0.524 0.020
C 0.545 -0.114 -1.061
H -1.362 0.673 -1.675
H -1.876 1.619 0.556
H -0.386 1.053 2.502
H 1.454 -0.453 2.196
H 2.181 -1.126 -0.100
H 0.847 -0.419 -2.055
C 5.918 2.241 -1.455
C 6.643 1.096 -1.786
C 6.454 -0.128 -1.162
C 5.464 -0.184 -0.171
C 4.656 0.912 0.089
C 4.919 2.143 -0.486
H 6.153 3.131 -2.021
H 7.477 1.240 -2.467
H 7.114 -0.978 -1.251
H 5.317 -1.130 0.337
H 3.959 0.915 0.919
H 4.387 3.047 -0.221
```

For the HOMO energy, the calculation gives -9.21 eV. For the energy above the lowest of the compared OMol25 structures with the same formula, charge and spin, the calculation gives 0.0 kcal/mol. Its SMILES is c1ccccc1.c1ccccc1.c1ccccc1.c1ccccc1. For the HOMO-LUMO gap, the calculation gives 10.024 eV. The calculation puts the LUMO energy at 0.02993 Ha.